Model w:
Molecular formula: C64H63CsFN3O2P2S2
Method: DFT, ωB97M-V with the def2-TZVPD basis set

Its net charge is -2. For the LUMO energy (spin up / spin down), the calculation gives 2.916 / 2.915 eV. As for the orbital gap (spin up / spin down): 2.562 / 2.416 eV.

Geometry as XYZ:
```
138
Properties=species:S:1:pos:R:3:lowdin_charge:R:1
Cs -0.5788 -0.5630 0.7020 0.917
C 3.2361 -2.2938 0.4917 -0.048
C 2.8532 -3.7577 0.7363 -0.349
C 1.8822 -4.2294 -0.3493 -0.059
C 2.4648 -3.9373 2.2032 -0.138
C 3.5142 -4.2632 3.0641 -0.071
C 3.3478 -4.3034 4.4366 -0.110
C 2.1051 -3.9761 4.9598 -0.056
C 1.0240 -3.6518 4.1426 -0.126
C -0.2813 -3.2711 4.8378 -0.359
C -0.8886 -1.9415 4.3777 -0.073
C -1.3324 -4.3843 4.7899 -0.056
C 1.1839 -3.6704 2.7351 -0.199
N 0.0971 -3.3641 1.9032 0.012
C -0.6732 -4.3689 1.4848 -0.321
C -0.4731 -5.7668 1.6991 -0.053
C -1.3299 -6.7305 1.1840 -0.134
C -2.4482 -6.3968 0.4269 -0.148
C -2.6978 -5.0378 0.2076 -0.058
C -1.8450 -4.1015 0.7240 -0.235
F -2.1373 -2.7767 0.4937 -0.169
H 3.6956 -2.1669 -0.4924 0.059
H 3.9324 -1.9303 1.2498 0.085
H 2.3479 -1.6596 0.5314 0.037
H 3.7671 -4.3471 0.6112 0.118
H 1.0291 -3.5548 -0.4368 0.055
H 1.4894 -5.2283 -0.1462 0.077
H 2.4037 -4.2515 -1.3152 0.070
H 4.4912 -4.4732 2.6355 0.101
H 4.1765 -4.5548 5.0891 0.086
H 1.9659 -3.9557 6.0361 0.101
H -0.0080 -3.1431 5.8885 0.116
H -1.3543 -2.0595 3.4012 0.042
H -0.1373 -1.1496 4.3063 0.074
H -1.6568 -1.6096 5.0809 0.083
H -1.7132 -4.5259 3.7750 0.066
H -2.1772 -4.1247 5.4343 0.076
H -0.9167 -5.3379 5.1299 0.077
H 0.3835 -6.0709 2.2898 0.108
H -1.1156 -7.7750 1.3861 0.087
H -3.1154 -7.1534 0.0354 0.074
H -3.5661 -4.6974 -0.3460 0.107
C 2.9966 0.9393 3.2641 -0.112
C 3.0858 2.2844 3.7281 -0.132
C 2.0154 3.1216 3.6055 -0.076
C 0.7954 2.6620 3.0062 -0.294
N 0.7506 1.3656 2.5015 -0.090
C 1.7959 0.5711 2.6660 -0.266
C -0.3553 3.4868 2.8423 -0.215
C -0.2284 4.9104 2.8495 -0.083
C -1.2793 5.7532 2.5652 -0.138
C -2.5431 5.2319 2.2682 -0.127
C -2.7194 3.8480 2.3171 -0.120
C -1.6825 2.9735 2.6214 -0.409
H 3.8049 0.2286 3.3752 0.070
H 3.9900 2.6424 4.2089 0.081
H 2.0793 4.1234 4.0125 0.086
H 1.6626 -0.4467 2.2877 0.024
H 0.7433 5.3492 3.0519 0.081
H -1.1151 6.8263 2.5684 0.082
H -3.3788 5.8828 2.0396 0.078
H -3.7125 3.4326 2.1773 0.096
C 2.8568 4.6158 -5.6425 -0.420
S 1.5329 3.7639 -6.5191 0.796
C 2.1392 2.0641 -6.3601 -0.495
C 2.0839 1.4934 -4.9461 -0.249
C 0.6468 1.2061 -4.5272 -0.272
N 0.4511 0.8295 -3.1264 -0.476
P -0.4743 1.7642 -2.0002 0.978
C 0.5657 3.2231 -1.6583 -0.359
C 1.0010 4.1532 -2.6063 -0.113
C 1.8676 5.1689 -2.2328 -0.099
C 2.3118 5.2651 -0.9132 -0.078
C 1.8800 4.3535 0.0333 -0.050
C 1.0046 3.3357 -0.3403 -0.073
C -1.8066 2.4241 -3.0670 -0.364
C -2.4748 1.5437 -3.9170 -0.106
C -3.5726 1.9627 -4.6551 -0.087
C -4.0325 3.2681 -4.5398 -0.101
C -3.3885 4.1446 -3.6845 -0.082
C -2.2795 3.7269 -2.9530 -0.078
P 0.9791 -0.6438 -2.4307 0.950
C 0.3031 -1.9255 -3.5490 -0.351
C -0.7550 -2.6623 -3.0147 -0.091
C -1.3623 -3.6772 -3.7473 -0.066
C -0.9302 -3.9474 -5.0356 -0.090
C 0.0995 -3.1984 -5.5932 -0.088
C 0.7119 -2.1946 -4.8537 -0.111
C 2.7867 -0.6701 -2.7104 -0.381
C 3.4993 -1.7696 -3.1770 -0.112
C 4.8923 -1.7574 -3.1944 -0.092
C 5.5870 -0.6542 -2.7309 -0.096
C 4.8841 0.4372 -2.2325 -0.073
C 3.4977 0.4240 -2.2159 -0.108
H 2.6264 5.6806 -5.6698 0.031
H 3.8168 4.4484 -6.1327 0.036
H 2.9135 4.3016 -4.6009 0.005
H 3.1563 2.0319 -6.7531 0.073
H 1.5145 1.4712 -7.0342 0.073
H 2.5420 2.1831 -4.2333 0.093
H 2.6864 0.5822 -4.9182 0.098
H 0.2365 0.4205 -5.1741 0.106
H 0.0511 2.0981 -4.7198 0.080
H 0.6484 4.0947 -3.6331 0.084
H 2.1954 5.8975 -2.9664 0.090
H 2.9885 6.0622 -0.6297 0.098
H 2.2055 4.4116 1.0653 0.100
H 0.6742 2.6258 0.4147 0.073
H -2.1276 0.5181 -4.0013 0.101
H -4.0794 1.2647 -5.3103 0.098
H -4.8949 3.5945 -5.1083 0.096
H -3.7491 5.1599 -3.5758 0.101
H -1.7923 4.4175 -2.2755 0.108
H -1.1234 -2.4315 -2.0175 0.079
H -2.1620 -4.2554 -3.3011 0.106
H -1.3958 -4.7395 -5.6089 0.098
H 0.4304 -3.4020 -6.6048 0.097
H 1.5268 -1.6277 -5.2904 0.098
H 2.9732 -2.6562 -3.5060 0.096
H 5.4311 -2.6254 -3.5553 0.099
H 6.6701 -0.6500 -2.7347 0.096
H 5.4160 1.2932 -1.8358 0.104
H 2.9581 1.2722 -1.8026 0.104
O -8.7048 1.6738 4.7567 0.018
C -7.5546 1.9132 5.5128 -0.545
O -7.7426 2.2749 6.6752 -0.020
C -6.3040 1.7038 4.8642 -0.186
C -5.0889 1.9859 5.5829 -0.051
C -3.8565 1.8316 5.0093 -0.122
C -3.7117 1.3837 3.6604 -0.589
S -2.1247 1.2405 2.9193 0.835
C -4.8956 1.0947 2.9426 -0.155
C -6.1419 1.2321 3.5118 -0.076
H -8.4201 1.4451 3.8649 0.046
H -5.1787 2.3249 6.6076 0.096
H -2.9610 2.0582 5.5798 0.095
H -4.8121 0.7451 1.9180 0.089
H -6.9955 0.9525 2.8981 0.078
```



Model x:
Molecular formula: C64H63CsFN3O2P2S2
Method: DFT, ωB97M-V with the def2-TZVPD basis set

Its net charge is -2. For the LUMO energy, the calculation gives 3.363 eV. As for the orbital gap: 5.336 eV.

Geometry as XYZ:
```
138
Properties=species:S:1:pos:R:3:lowdin_charge:R:1
Cs -0.1491 -0.0272 0.6820 0.996
C 0.8761 -2.9434 3.7060 -0.076
C -0.2243 -2.4732 4.6617 -0.356
C -1.5880 -2.7336 4.0304 -0.058
C 0.1061 -1.0657 5.1350 -0.128
C 1.0886 -1.0219 6.1147 -0.075
C 1.5765 0.1658 6.6194 -0.111
C 1.0483 1.3477 6.1355 -0.069
C 0.0575 1.3633 5.1699 -0.135
C -0.5035 2.7269 4.8071 -0.356
C -0.6260 3.0269 3.3121 -0.056
C -1.8484 2.9303 5.5190 -0.054
C -0.4323 0.1432 4.6333 -0.197
N -1.2868 0.1773 3.5678 0.002
C -2.5963 0.1269 3.6295 -0.331
C -3.3673 -0.0730 4.8154 -0.075
C -4.7370 -0.1419 4.7994 -0.137
C -5.4600 -0.0066 3.6196 -0.149
C -4.7554 0.2034 2.4398 -0.056
C -3.3892 0.2658 2.4609 -0.211
F -2.7349 0.4896 1.2496 -0.188
H 0.7736 -4.0125 3.5192 0.071
H 1.8598 -2.7430 4.1285 0.069
H 0.7946 -2.4169 2.7590 0.039
H -0.1631 -3.1132 5.5549 0.126
H -1.7005 -2.2044 3.0892 0.066
H -2.3957 -2.4265 4.6902 0.069
H -1.6892 -3.8013 3.8330 0.077
H 1.4955 -1.9554 6.4850 0.105
H 2.3383 0.1701 7.3888 0.085
H 1.4275 2.2868 6.5188 0.100
H 0.1930 3.4714 5.2192 0.120
H -1.3967 2.4150 2.8562 0.054
H 0.3189 2.8349 2.8064 0.070
H -0.8836 4.0791 3.1672 0.075
H -2.5814 2.2140 5.1565 0.056
H -2.2234 3.9396 5.3421 0.070
H -1.7316 2.7852 6.5940 0.077
H -2.8210 -0.1892 5.7431 0.112
H -5.2673 -0.3110 5.7295 0.089
H -6.5380 -0.0693 3.6137 0.074
H -5.2696 0.3187 1.4947 0.107
C -0.4820 4.4666 -1.9022 -0.079
C 0.0927 5.2931 -0.9427 -0.088
C 1.0793 4.7868 -0.1255 -0.021
C 1.4766 3.4399 -0.2504 -0.247
N 0.9143 2.6705 -1.1830 0.019
C -0.0069 3.1709 -1.9775 -0.183
C 2.4220 2.8256 0.6728 -0.277
C 3.3062 3.6470 1.3850 -0.078
C 4.0256 3.1548 2.4532 -0.117
C 3.7793 1.8530 2.8685 -0.106
C 2.9925 1.0221 2.0962 -0.195
C 2.3589 1.4194 0.8983 -0.385
H -1.2677 4.8153 -2.5583 0.090
H -0.2334 6.3215 -0.8394 0.096
H 1.5335 5.4148 0.6247 0.096
H -0.3833 2.4914 -2.7354 0.057
H 3.4602 4.6750 1.0716 0.091
H 4.7505 3.7694 2.9748 0.084
H 4.2388 1.4736 3.7749 0.098
H 2.8614 0.0072 2.4554 0.086
C 3.1341 -4.3053 -5.6623 -0.416
S 1.9530 -4.5623 -4.2995 0.786
C 3.0815 -4.3994 -2.8604 -0.449
C 2.7550 -3.2215 -1.9585 -0.265
C 2.7101 -1.9004 -2.7227 -0.281
N 2.2372 -0.7533 -1.9521 -0.420
P 3.2785 0.3269 -1.0200 1.027
C 4.8679 0.0852 -2.0542 -0.329
C 5.7425 -1.0023 -2.0391 -0.112
C 6.9387 -0.9647 -2.7314 -0.095
C 7.2958 0.1664 -3.4477 -0.116
C 6.4573 1.2690 -3.4459 -0.104
C 5.2654 1.2234 -2.7467 -0.126
C 3.9365 -0.8018 0.2683 -0.379
C 3.2566 -1.8867 0.8029 -0.126
C 3.7991 -2.6158 1.8507 -0.079
C 5.0075 -2.2401 2.4130 -0.088
C 5.6725 -1.1287 1.9161 -0.089
C 5.1482 -0.4272 0.8484 -0.122
P 1.1727 0.3482 -2.7140 0.989
C 1.6997 0.2826 -4.4988 -0.320
C 2.5879 1.2654 -4.9156 -0.101
C 3.0229 1.3275 -6.2273 -0.094
C 2.5544 0.4094 -7.1547 -0.108
C 1.6491 -0.5592 -6.7573 -0.092
C 1.2240 -0.6260 -5.4439 -0.096
C -0.3830 -0.5719 -3.0552 -0.385
C -0.7394 -1.8264 -2.5822 -0.121
C -1.9546 -2.3891 -2.9348 -0.071
C -2.8373 -1.7015 -3.7488 -0.098
C -2.5116 -0.4299 -4.1983 -0.096
C -1.2977 0.1250 -3.8495 -0.137
H 2.5548 -4.2657 -6.5796 0.018
H 3.8295 -5.1420 -5.7011 0.023
H 3.6640 -3.3673 -5.5197 0.029
H 4.0870 -4.3237 -3.2755 0.073
H 2.9895 -5.3268 -2.2940 0.067
H 3.5165 -3.1850 -1.1783 0.092
H 1.7943 -3.4006 -1.4712 0.015
H 2.0156 -2.0248 -3.5594 0.055
H 3.7020 -1.6928 -3.1510 0.105
H 5.4949 -1.8854 -1.4672 0.104
H 7.6033 -1.8216 -2.7058 0.095
H 8.2322 0.1883 -3.9915 0.089
H 6.7486 2.1680 -3.9762 0.092
H 4.6197 2.0920 -2.7033 0.083
H 2.2772 -2.1526 0.4307 0.052
H 3.2519 -3.4655 2.2362 0.100
H 5.4200 -2.7885 3.2522 0.095
H 6.5922 -0.7961 2.3806 0.097
H 5.6571 0.4521 0.4753 0.119
H 2.9272 1.9925 -4.1903 0.085
H 3.7171 2.0975 -6.5379 0.095
H 2.8872 0.4520 -8.1837 0.091
H 1.2618 -1.2692 -7.4767 0.097
H 0.5101 -1.3848 -5.1602 0.102
H -0.0656 -2.3804 -1.9486 0.018
H -2.2012 -3.3774 -2.5744 0.103
H -3.7784 -2.1492 -4.0365 0.093
H -3.2023 0.1234 -4.8255 0.096
H -1.0279 1.1031 -4.2358 0.095
O 0.0186 -10.5351 -1.6868 0.066
C 0.0935 -9.9633 -0.4337 -0.495
O 0.1726 -10.7140 0.5205 0.059
C 0.0607 -8.5173 -0.3606 -0.177
C -0.0662 -7.9140 0.9079 -0.032
C -0.1114 -6.5589 1.0521 -0.125
C -0.0149 -5.6998 -0.0648 -0.752
S -0.0416 -4.0208 0.1141 0.607
C 0.1216 -6.2997 -1.3355 -0.132
C 0.1569 -7.6599 -1.4760 -0.047
H -0.0852 -9.8460 -2.3540 0.069
H -0.1368 -8.5636 1.7703 0.112
H -0.2247 -6.1098 2.0300 0.086
H 0.2020 -5.6572 -2.2030 0.067
H 0.2933 -8.0641 -2.4752 0.101
```



Most stable = model w



Model w:
Molecular formula: C2H9N4O
Method: DFT, ωB97M-V with the def2-TZVPD basis set

Its net charge is +1. For the LUMO energy, the calculation gives -3.036 eV. As for the SMILES: NC(N)=[NH+][C@@H](N)O. As for the orbital gap: 11.140 eV.

Geometry as XYZ:
```
16
Properties=species:S:1:pos:R:3:nbo_charge:R:1
N 2.5170 -0.3032 0.1972 -0.758
C 1.1687 -0.5537 0.1267 0.702
N 0.7902 -1.8247 0.4862 -0.749
N 0.3052 0.4322 -0.0489 -0.605
C -1.1214 0.2520 0.1215 0.376
N -1.8608 1.8605 -0.3146 -0.854
O -1.7563 -0.6147 -0.7028 -0.727
H 3.1023 -1.0580 0.1670 0.398
H 3.0756 0.4760 0.0254 0.431
H 1.5351 -2.4388 0.5632 0.417
H -0.1627 -2.0116 0.7186 0.441
H 0.5815 1.3808 -0.3318 0.456
H -1.4952 -0.0579 1.2255 0.197
H -1.6737 2.4573 0.4905 0.374
H -2.8635 1.4223 -0.4044 0.383
H -2.1504 -0.2049 -1.5560 0.519
```



Model x:
Molecular formula: C2H9N4O
Method: DFT, ωB97M-V with the def2-TZVPD basis set

Its net charge is +1. For the LUMO energy, the calculation gives -4.973 eV. As for the orbital gap: 8.630 eV.

Geometry as XYZ:
```
16
Properties=species:S:1:pos:R:3:nbo_charge:R:1
C -1.3947 -1.9119 0.6342 0.096
C -1.0591 0.2786 -0.1312 0.844
N -0.8777 -1.0325 -0.1227 -0.458
N -2.6743 0.7152 -0.7697 -0.808
N 0.6704 1.0543 1.0439 -0.521
N 2.8118 0.0832 -0.5177 -1.122
O -0.3222 1.2832 0.1987 -0.250
H -1.0519 -2.8858 0.3549 0.238
H -2.0310 -1.4643 1.3633 0.220
H -2.7846 1.6684 -0.9615 0.406
H -3.1836 -0.0226 -1.1808 0.404
H 1.2135 1.9499 1.2049 0.390
H 1.2929 0.3486 0.6081 0.397
H 3.2050 -0.3328 0.3175 0.374
H 2.8027 -0.6472 -1.2920 0.397
H 3.3827 0.9157 -0.7497 0.394
```



Most stable = model w



Model w:
Molecular formula: C7H6BrF3S
Method: DFT, ωB97M-V with the def2-TZVPD basis set

For the LUMO energy, the calculation gives -0.281 eV. As for the orbital gap: 8.812 eV.

Geometry as XYZ:
```
18
Properties=species:S:1:pos:R:3:nbo_charge:R:1
C 1.1859 1.1087 -1.2987 -0.258
C 0.3707 0.1780 -1.7436 -0.223
C 0.9993 0.5776 1.0600 -0.296
C 1.4091 1.3476 0.0671 0.399
C 0.1317 -0.5797 0.9752 -0.233
C -0.1957 -0.9485 -0.9033 -0.223
C -1.2335 -0.2563 1.6352 0.556
F 2.1210 2.5045 0.3219 -0.331
F -1.8710 0.7536 0.9745 -0.342
F -0.9072 0.0887 2.9058 -0.348
S -1.7662 -1.6751 -1.3202 0.026
Br 0.9393 -2.5557 -1.3042 0.014
H 1.4883 1.9405 -1.9642 0.244
H 0.0496 0.0628 -2.8050 0.229
H 1.4009 0.7371 2.0647 0.246
H 0.3736 -1.5469 1.3686 0.242
H -1.9521 -1.1860 1.7798 0.152
H -2.5437 -0.5508 -1.8134 0.147
```



Model x:
Molecular formula: C7H6BrF3S
Method: DFT, ωB97M-V with the def2-TZVPD basis set

For the LUMO energy, the calculation gives 0.133 eV. As for the SMILES: FC(F)[C@@H]1C=C[C@](F)(S)C=C1Br. As for the orbital gap: 9.401 eV.

Geometry as XYZ:
```
18
Properties=species:S:1:pos:R:3:nbo_charge:R:1
F -0.4254 -1.2611 1.6627 -0.339
C -1.0204 -1.7529 0.5790 0.584
F -0.5042 -2.9747 0.3552 -0.342
C -0.6420 -0.8590 -0.6932 -0.372
C 0.8111 -0.8102 -1.0650 -0.200
C 1.5458 0.2356 -0.7580 -0.182
C 1.0326 1.4435 -0.0483 0.210
F 1.5679 2.6680 -0.5251 -0.366
S 1.9552 1.3278 1.6233 -0.037
C -0.3602 1.5752 -0.0598 -0.300
C -1.2122 0.5651 -0.3928 -0.010
Br -3.0603 0.6087 -0.0583 0.099
H -2.1479 -1.8016 0.7730 0.149
H -1.3173 -1.2826 -1.4260 0.239
H 1.2271 -1.7149 -1.4521 0.233
H 2.6846 0.3435 -0.9900 0.242
H 0.8093 1.1828 2.3268 0.141
H -0.9437 2.5067 0.1488 0.252
```



Most stable = model x